173
Properties=species:S:1:pos:R:3:mulliken_charge:R:1 method="wB97M-V/def2-TZVPD" molar_mass_g_mol=1550.9 total_charge=+1 orbital_gap_ev=8.0 lumo_energy_ev=-3.2
C 2.15784 3.67386 1.23431 -0.681
C 1.88760 2.39859 0.97028 -0.778
C 1.93312 1.27495 1.97568 1.020
C 3.09918 0.31564 1.66344 -0.863
C 4.17516 0.08227 2.73041 -0.976
B 5.07170 1.33979 3.19980 0.592
O 5.01773 2.49252 2.48297 -0.438
O 5.92188 1.15836 4.26699 -0.417
C 5.32756 1.03323 5.56906 -0.692
N 4.96519 -0.95065 2.00935 0.128
C 4.25725 -1.57034 1.13522 -1.328
C 2.80584 -1.12652 1.11787 3.256
C 2.15569 -2.16726 2.09092 -1.389
C 1.28317 -1.64470 3.21910 -0.493
F 0.11136 -1.05668 2.74810 -0.324
C 2.39584 -1.12119 -0.37685 -1.110
C 1.10293 -1.77612 -0.84398 -1.550
C -0.11297 -0.88777 -0.59438 1.892
C -1.47249 -1.56897 -0.80635 -1.453
C -2.24713 -1.90058 0.46833 -0.849
C -2.73527 -0.68247 1.27676 -0.069
C -2.59453 0.68204 0.59201 0.537
C -3.16228 1.73243 1.52740 -0.937
O -3.09825 3.04991 0.95216 -0.105
C -1.86259 3.57457 0.67612 0.362
C -0.82181 3.55895 1.76242 0.387
O -1.67241 4.05377 -0.41128 -0.660
H 2.02237 4.12534 2.21636 0.240
H 2.47092 4.33829 0.43404 0.272
H 1.61593 2.11032 -0.04601 0.241
H 2.04446 1.70159 2.98060 1.079
H 0.98545 0.73261 1.94445 -0.936
H 3.67845 0.77510 0.84958 0.664
H 3.82864 -0.37516 3.66849 -0.106
H 4.79439 3.29490 2.97052 0.300
H 5.85286 1.69222 6.26014 0.279
H 4.26502 1.30219 5.56994 0.302
H 5.41423 0.00474 5.93245 0.260
H 5.94716 -1.13740 2.18407 0.337
H 4.67164 -2.35267 0.50300 0.639
H 1.59323 -2.93257 1.54938 0.436
H 2.95948 -2.70496 2.61546 0.471
H 1.00204 -2.48757 3.85169 0.482
H 1.79427 -0.92049 3.86069 0.223
H 3.21157 -1.52514 -0.98340 0.266
H 2.32296 -0.07046 -0.68097 0.129
H 0.94067 -2.80350 -0.49365 0.351
H 1.21945 -1.85960 -1.93217 0.373
H -0.05128 -0.49145 0.42918 -1.123
H -0.05148 -0.03274 -1.27753 0.223
H -1.35393 -2.50178 -1.37291 0.502
H -2.07185 -0.92473 -1.45804 0.503
H -1.65331 -2.57258 1.10256 0.018
H -3.11324 -2.49797 0.16279 0.540
H -3.79773 -0.81386 1.50805 0.567
H -2.23820 -0.61549 2.25120 0.144
H -1.53324 0.92584 0.46403 -0.012
H -3.11895 0.70291 -0.36718 0.269
H -4.20277 1.55270 1.80090 -0.149
H -2.58555 1.70621 2.45897 0.237
H 0.17701 3.63086 1.33538 -0.423
H -1.00188 4.41624 2.41744 0.284
H -0.88442 2.66893 2.38841 0.075
C -4.54203 -3.12039 5.63737 -0.239
C -3.63928 -2.85736 4.45060 0.585
O -4.03922 -1.55685 4.05854 -0.189
C -4.50214 -0.91081 5.16464 0.578
O -4.67302 0.26276 5.23083 -0.544
O -4.72411 -1.79316 6.15907 -0.366
F -3.85819 -3.71494 3.42728 -0.326
H -5.50395 -3.53211 5.34084 -0.065
H -4.09292 -3.76714 6.38508 0.400
H -2.56989 -2.85150 4.67537 0.117
C -7.75116 -6.17434 8.45918 -0.467
C -6.46414 -5.39688 8.63370 0.299
O -5.96109 -5.34169 7.30756 -0.244
C -7.03926 -5.40006 6.46316 0.666
O -7.00943 -5.11942 5.30978 -0.519
O -8.13388 -5.80802 7.13198 -0.318
F -5.57225 -6.04430 9.41701 -0.281
H -7.56438 -7.24802 8.50512 0.287
H -8.52822 -5.90394 9.16756 0.278
H -6.59024 -4.38037 9.01050 0.323
C 3.99824 -2.13627 -5.95310 -0.230
C 2.78586 -2.63980 -5.18940 0.927
O 3.15302 -2.35488 -3.83757 -0.399
C 3.98763 -1.29425 -3.86727 0.764
O 4.27533 -0.64332 -2.90387 -0.536
O 4.44329 -1.06314 -5.10353 -0.308
F 2.60506 -3.97141 -5.33709 -0.302
H 4.78359 -2.88844 -6.02842 0.222
H 3.75321 -1.76900 -6.94284 0.137
H 1.85752 -2.11073 -5.42267 -0.179
C 4.33351 -6.03935 -8.10305 -0.469
C 5.18639 -5.83079 -9.33576 0.298
O 4.61015 -4.65860 -9.89068 -0.312
C 4.06340 -3.94380 -8.87764 0.585
O 3.73449 -2.80429 -8.96708 -0.410
O 3.95233 -4.69741 -7.75878 -0.233
F 5.07600 -6.84483 -10.21551 -0.283
H 3.44013 -6.61815 -8.33946 0.270
H 4.86297 -6.50521 -7.27739 0.282
H 6.24381 -5.64747 -9.13834 0.294
C -4.56519 4.79758 -1.56897 0.068
C -5.72713 3.89836 -1.91561 0.350
O -6.32919 4.57051 -2.99652 -0.347
C -5.35150 5.29625 -3.62604 0.586
O -5.45905 5.77568 -4.70250 -0.500
O -4.25028 5.36609 -2.84274 -0.338
F -6.60568 3.79120 -0.87980 -0.277
H -4.87379 5.59116 -0.88449 0.228
H -3.72296 4.26672 -1.14144 -0.119
H -5.44924 2.88979 -2.22714 0.310
C 0.97475 1.63561 -7.53280 0.081
C -0.48322 1.36972 -7.84521 0.262
O -0.68282 0.08346 -7.26368 -0.298
C 0.20027 -0.05418 -6.25401 0.635
O 0.16621 -0.91890 -5.42823 -0.688
O 1.14121 0.90252 -6.30089 -0.231
F -0.73230 1.29454 -9.16896 -0.257
H 1.62885 1.20331 -8.28702 -0.053
H 1.20532 2.68689 -7.38834 0.273
H -1.18818 2.07281 -7.39531 0.278
C 0.82512 -1.31625 8.48322 -0.411
C -0.50433 -2.04249 8.52671 0.276
O -0.55828 -2.63364 7.23623 -0.174
C 0.71201 -2.83325 6.81336 0.631
O 1.02631 -3.52793 5.90109 -0.557
O 1.57939 -2.13625 7.58319 -0.330
F -1.54621 -1.20105 8.67674 -0.272
H 0.70389 -0.31967 8.05612 0.283
H 1.32246 -1.24844 9.44598 0.281
H -0.57161 -2.82993 9.27868 0.285
C 0.90810 -1.79754 -11.41363 -0.480
C 2.17444 -1.70959 -12.24211 0.373
O 2.63772 -0.40448 -11.93601 -0.375
C 2.18748 -0.08929 -10.69977 0.743
O 2.58714 0.81416 -10.03595 -0.574
O 1.21940 -0.94315 -10.31265 -0.240
F 1.93108 -1.79983 -13.56827 -0.303
H 0.05730 -1.39088 -11.96230 0.290
H 0.67827 -2.80038 -11.06512 0.289
H 2.94639 -2.43142 -11.97306 0.193
C 6.49516 1.46361 -3.43049 0.045
C 7.33866 1.69224 -4.66681 0.301
O 6.76216 2.86183 -5.20835 -0.314
C 6.21424 3.57601 -4.18278 0.576
O 5.87093 4.70653 -4.25107 -0.510
O 6.13026 2.80087 -3.07383 -0.305
F 7.23027 0.67989 -5.56100 -0.228
H 5.59824 0.88888 -3.65052 -0.012
H 7.03859 0.98789 -2.61778 0.244
H 8.39841 1.87308 -4.47579 0.195
C -6.17780 3.27352 2.85434 0.088
C -7.08125 2.42311 1.98716 0.510
O -8.11549 2.07480 2.88232 -0.350
C -8.20970 3.06320 3.81867 0.519
O -9.11799 3.20974 4.56214 -0.498
O -7.10921 3.85671 3.76487 -0.399
F -6.45818 1.29445 1.55718 -0.252
H -5.46946 2.64886 3.40406 0.111
H -5.64227 4.04143 2.30226 0.159
H -7.50470 2.93951 1.12691 0.212
C -1.20430 5.83615 6.15754 -0.409
C -0.33444 7.03076 5.81968 0.276
O 0.83682 6.41087 5.31294 -0.319
C 0.48396 5.20912 4.79442 0.566
O 1.16673 4.54967 4.07908 -0.519
O -0.76233 4.87078 5.19572 -0.256
F -0.01795 7.76342 6.90689 -0.282
H -0.98916 5.47291 7.16313 0.276
H -2.26888 6.02138 6.05221 0.284
H -0.74427 7.69223 5.05467 0.297